The following is a quantum chemistry calculation of C3H8N4O in the gas phase, from OMol25.

Atoms and positions in Å:
C -1.56840 -0.56234 -0.10851
C -0.65999 0.56155 -0.51769
N -1.27120 1.53984 -1.25938
N 0.57964 0.78006 -0.26155
C 1.30479 -0.30398 0.17881
N 2.29710 -0.77364 -0.66235
N 1.37249 -0.64821 1.41957
O 0.27399 -0.25342 2.22285
H -1.89976 -0.39198 0.91607
H -2.43956 -0.64466 -0.75496
H -1.06651 -1.52564 -0.14325
H -0.84363 2.45143 -1.26181
H -2.27573 1.55973 -1.30026
H 2.53807 -0.13682 -1.40597
H 3.08816 -1.16386 -0.17228
H 0.57054 -0.48805 3.11070

The value obtained for the energy relative to the best compared isomer or geometry (same formula, charge and spin) is 224.8 kJ/mol. As for the SMILES: C/C(N)=N\C(N)=N/O. The highest occupied orbital energy is -8.03 eV. Its total charge is 0.